Entry 1:
{
  "formula": "C18H58BN4O9Y",
  "method": "ωB97M-V/def2-TZVPD",
  "species": ["Y", "B", "H", "H", "H", "H", "O", "C", "C", "O", "H", "H", "H", "H", "C", "C", "C", "O", "C", "N", "H", "H", "H", "H", "H", "H", "H", "H", "H", "H", "H", "C", "C", "C", "O", "C", "N", "H", "H", "H", "H", "H", "H", "H", "H", "H", "H", "H", "C", "C", "C", "O", "C", "N", "H", "H", "H", "H", "H", "H", "H", "H", "H", "H", "H", "C", "C", "C", "O", "C", "N", "H", "H", "H", "H", "H", "H", "H", "H", "H", "H", "H", "O", "H", "H", "O", "H", "H", "O", "H", "H"],
  "positions_angstrom": [[4.70252, -1.85042, -23.95459], [6.67990, -5.11030, -22.64182], [7.13471, -4.26596, -23.13625], [5.62772, -5.11294, -22.88090], [7.13983, -6.07123, -22.81302], [6.82386, -5.00674, -21.57749], [6.52086, 3.97297, -27.34168], [7.90927, 3.72291, -26.98391], [8.25665, 2.42178, -26.03056], [7.75381, 1.07727, -26.17988], [8.25243, 4.72855, -26.74097], [8.56025, 3.57112, -27.84490], [8.12223, 2.75661, -25.00202], [9.34113, 2.32439, -25.98044], [10.86228, -8.12563, -26.74809], [9.87361, -7.59707, -27.72914], [8.69158, -8.57426, -28.08292], [8.80285, -8.96348, -29.46344], [8.42691, -10.20746, -29.84201], [9.43048, -6.27467, -27.17135], [10.42120, -8.28463, -25.76409], [11.68084, -7.41763, -26.87766], [11.33063, -9.02744, -27.14243], [10.47769, -7.38973, -28.61242], [7.71822, -8.08730, -28.02333], [8.77392, -9.46705, -27.46305], [9.00386, -10.73180, -30.60377], [7.37574, -10.31029, -30.11138], [8.70491, -10.93935, -29.08362], [10.29961, -5.89400, -26.82523], [8.90460, -6.45069, -26.32721], [13.42212, -4.65368, -20.85070], [13.11018, -3.23627, -20.37710], [14.31675, -2.28006, -20.26060], [15.04709, -2.31736, -21.56573], [16.07226, -1.41826, -21.74643], [12.12370, -2.59774, -21.30246], [13.84071, -5.27329, -20.05763], [14.08298, -4.65254, -21.71751], [12.53803, -5.12394, -21.28121], [12.68599, -3.33651, -19.37804], [14.92847, -2.81047, -19.53082], [13.93444, -1.29794, -19.98243], [16.44074, -0.92913, -20.84473], [15.77147, -0.63309, -22.44006], [16.81175, -1.89208, -22.39199], [11.51122, -3.38521, -21.46014], [12.48785, -2.38610, -22.22045], [1.98201, -6.06029, -16.04208], [2.86873, -5.38338, -14.96766], [3.36210, -3.97380, -15.47536], [4.37698, -4.10759, -16.41210], [5.71746, -4.30622, -15.85864], [2.02691, -5.33181, -13.80960], [0.97028, -5.65711, -16.08618], [1.82906, -7.10271, -15.76266], [2.45214, -5.90231, -17.01270], [3.69036, -6.05034, -14.70654], [3.53435, -3.30887, -14.62901], [2.53778, -3.46055, -15.97052], [5.96460, -3.34173, -15.41505], [6.50718, -4.45925, -16.59418], [5.63861, -5.13823, -15.15889], [1.04144, -5.23112, -14.00663], [2.00524, -6.18213, -13.26500], [3.07646, -9.59467, -24.52540], [1.55340, -9.51534, -24.39863], [1.09898, -9.75252, -22.89685], [1.43324, -11.00143, -22.55112], [1.73762, -11.16917, -21.17695], [1.22619, -8.32834, -25.11969], [3.59332, -8.64465, -24.66109], [3.32423, -10.25293, -25.35811], [3.52934, -10.09530, -23.66962], [1.17624, -10.39074, -24.92733], [0.02406, -9.62380, -22.77009], [1.49907, -8.90525, -22.33993], [2.62312, -10.53681, -21.11289], [2.00435, -12.17700, -20.85875], [0.94897, -10.74687, -20.55422], [1.71279, -8.25705, -26.00187], [0.29301, -8.44527, -25.48793], [0.89441, -3.22221, -24.36798], [0.74086, -4.09561, -24.72828], [0.02540, -2.82288, -24.32807], [7.16448, -0.17045, -21.03781], [7.19184, 0.76394, -20.83189], [8.00517, -0.50883, -20.72965], [2.90400, -2.14858, -20.16581], [2.14268, -1.92982, -19.62844], [3.53530, -2.51812, -19.54846]],
  "mulliken_charge": [0.836, 0.305, -0.368, -0.355, -0.235, -0.193, -0.350, -0.225, -0.240, -0.361, 0.332, 0.263, 0.278, 0.287, -1.602, 0.447, -0.636, -0.360, -0.793, -0.762, 0.371, 0.482, 0.367, 0.299, 0.324, 0.424, 0.314, 0.279, 0.308, 0.292, 0.248, -1.319, 0.493, -0.733, -0.333, -0.798, -0.712, 0.321, 0.295, 0.385, 0.319, 0.350, 0.387, 0.328, 0.267, 0.247, 0.241, 0.262, -1.428, 0.701, -0.845, -0.238, -0.647, -0.731, 0.347, 0.392, 0.335, 0.199, 0.375, 0.259, 0.278, 0.252, 0.231, 0.254, 0.264, -1.377, 0.560, -0.755, -0.317, -0.707, -0.709, 0.433, 0.281, 0.291, 0.233, 0.346, 0.376, 0.329, 0.242, 0.285, 0.245, 0.250, -0.592, 0.311, 0.298, -0.618, 0.303, 0.318, -0.616, 0.292, 0.329],
  "total_energy_ha": -1679.17048,
  "orbital_gap_ev": 2.7758,
  "lumo_ev": -4.62
}


Entry 2:
{
  "formula": "CH8N2S2",
  "method": "ωB97M-V/def2-TZVPD",
  "species": ["S", "S", "H", "H", "N", "C", "N", "H", "H", "H", "H", "H", "H"],
  "positions_angstrom": [[0.18340, -1.02051, -2.94949], [-1.55434, 0.07905, -3.44659], [0.34741, -1.63769, -4.13404], [-2.42517, -0.92227, -3.23144], [0.36564, -0.57396, 2.23456], [0.80785, 0.74075, 1.78265], [0.16294, 1.21424, 0.56836], [-0.59471, -0.84677, 2.11564], [0.96712, -1.34333, 1.99164], [1.88456, 0.65927, 1.84958], [0.45897, 1.50924, 2.48205], [-0.68271, 1.69581, 0.81942], [0.07904, 0.44617, -0.08234]],
  "mulliken_charge": [-0.210, -0.176, 0.194, 0.178, -0.541, -0.288, -0.509, 0.194, 0.201, 0.296, 0.262, 0.248, 0.150],
  "total_energy_ha": -948.75098,
  "orbital_gap_ev": 8.6885,
  "smiles": "NCN.SS",
  "lumo_ev": 0.09
}


Entry 3:
{
  "formula": "C22H30N4O5S",
  "method": "ωB97M-V/def2-TZVPD",
  "species": ["C", "C", "C", "C", "C", "C", "C", "H", "C", "H", "H", "H", "S", "O", "O", "N", "C", "C", "N", "C", "O", "C", "N", "C", "O", "C", "N", "C", "O", "H", "C", "C", "H", "C", "H", "H", "C", "H", "H", "H", "H", "H", "H", "H", "C", "H", "C", "H", "H", "H", "H", "H", "H", "H", "C", "H", "H", "H", "H", "H", "H", "H"],
  "positions_angstrom": [[2.39936, 2.11185, 6.35944], [1.72881, 2.05803, 5.02246], [0.96572, 0.96201, 4.65132], [0.31266, 0.90038, 3.42506], [0.44235, 1.97980, 2.55205], [1.20289, 3.09817, 2.89653], [1.83577, 3.11643, 4.13231], [2.42510, 3.97934, 4.40627], [1.36441, 4.26568, 1.97929], [0.39890, 4.57447, 1.58963], [1.82912, 5.09724, 2.50304], [1.98598, 3.98963, 1.12977], [-0.35873, 2.01325, 0.94093], [-1.10147, 3.22865, 0.78139], [-1.08636, 0.79449, 0.68934], [1.00225, 2.11990, -0.06366], [0.75047, 2.68515, -1.37549], [0.05488, 1.67548, -2.28083], [0.79355, 0.42448, -2.33720], [0.89552, -0.20515, -3.53233], [0.76934, 0.37439, -4.58902], [1.17699, -1.71037, -3.49396], [0.26838, -2.39744, -2.60380], [-1.07596, -2.15746, -2.51250], [-1.70557, -1.37688, -3.17490], [-1.60924, -3.07370, -1.41337], [-0.40269, -3.75169, -1.00329], [0.70071, -3.33630, -1.65742], [1.84693, -3.66456, -1.48173], [-0.36884, -4.42324, -0.25606], [-2.70050, -4.02286, -1.95846], [-3.79938, -4.02601, -0.89826], [-4.76612, -4.30665, -1.31124], [-3.76961, -2.59116, -0.38257], [-4.29255, -2.46608, 0.56353], [-4.21561, -1.92527, -1.12072], [-2.27752, -2.29300, -0.25604], [-2.06590, -1.22512, -0.28974], [-1.89330, -2.68298, 0.68886], [-3.55118, -4.72079, -0.09372], [-2.29256, -5.01215, -2.16176], [-3.08855, -3.60661, -2.88901], [2.19450, -1.93640, -3.16212], [1.04924, -2.07679, -4.51764], [1.08846, -0.15798, -1.04682], [1.77243, -0.99952, -1.15046], [1.75515, 0.89149, -0.14443], [1.85660, 0.49479, 0.86787], [2.75078, 1.13533, -0.52975], [0.16391, -0.48817, -0.55972], [-0.03203, 2.05052, -3.30119], [-0.94644, 1.47259, -1.88021], [0.11622, 3.55986, -1.23260], [1.71136, 2.99185, -1.80061], [-0.48794, -0.32337, 3.10727], [-0.05774, -0.85487, 2.26020], [-1.50510, -0.05871, 2.83118], [-0.50940, -0.98987, 3.96669], [0.87118, 0.13035, 5.33447], [3.33867, 2.65609, 6.30001], [2.59042, 1.11197, 6.74046], [1.75674, 2.62874, 7.07231]],
  "mulliken_charge": [-1.539, 0.598, -1.143, 1.133, 0.068, 0.819, -1.029, 0.405, -1.705, 0.313, 0.471, 0.250, 1.578, -0.845, -0.459, 0.251, -1.087, -0.575, 0.070, 0.953, -0.689, -1.033, 0.116, -0.472, -0.661, 2.135, -0.187, 0.228, -0.668, 0.237, -1.173, -0.617, 0.442, -0.934, 0.433, 0.350, -0.451, -0.156, 0.395, 0.259, 0.327, 0.367, 0.463, 0.357, 0.752, 0.500, -1.659, 0.449, 0.403, -0.545, 0.597, 0.128, 0.472, 0.378, -1.441, 0.208, 0.357, 0.381, 0.352, 0.384, 0.386, 0.302],
  "total_energy_ha": -1849.81795,
  "orbital_gap_ev": 9.4642,
  "smiles": "Cc1cc(C)c(S(=O)(=O)N2CCN(C(=O)CN3C(=O)NC4(CCCC4)C3=O)CC2)c(C)c1",
  "lumo_ev": 0.51
}


Entry 4:
{
  "formula": "C8H13NO3P",
  "method": "ωB97M-V/def2-TZVPD",
  "species": ["C", "C", "C", "C", "C", "C", "C", "C", "N", "O", "O", "O", "P", "H", "H", "H", "H", "H", "H", "H", "H", "H", "H", "H", "H", "H"],
  "positions_angstrom": [[-1.98010, 0.84715, 3.20134], [-0.65483, 0.55860, 2.83504], [1.54486, 2.25408, 0.61824], [0.99538, -0.59766, 1.35834], [-0.28233, -0.57469, 2.12023], [0.46265, 0.05236, 0.13173], [-0.08076, -1.74429, -3.49333], [0.63868, -1.04292, -2.32952], [0.72620, 1.36686, -0.02395], [-1.17123, 0.88042, -1.65280], [2.33818, 2.08084, 1.59458], [-1.76305, -1.44312, -0.89845], [-0.71488, -0.42676, -1.17556], [-2.24027, 1.87334, 3.37601], [-2.84477, 0.21846, 2.89891], [0.07118, 1.29483, 2.99385], [1.31698, 3.25790, 0.34818], [1.67113, 0.05871, 1.77942], [1.44006, -1.56167, 1.21180], [-1.10610, -1.27983, 1.90451], [0.59186, -2.17109, -4.24347], [-0.69739, -2.45589, -3.16500], [-0.69318, -1.04759, -4.01670], [1.10205, -0.17415, -2.77029], [1.14476, -1.89321, -1.76984], [0.18489, 1.66933, -0.83327]],
  "mulliken_charge": [-0.948, 0.016, -0.136, -0.754, -0.528, 0.089, -1.601, -0.252, 0.095, -0.866, -0.631, -0.831, 0.885, 0.289, 0.286, 0.411, 0.403, 0.506, 0.309, 0.277, 0.350, 0.487, 0.396, 0.260, 0.246, 0.240],
  "total_energy_ha": -934.47405,
  "charge": -1,
  "orbital_gap_ev": [7.4233, 6.4503],
  "lumo_ev": [3.41, 3.14]
}